Entry 1:
C31H43NO11PtS4SeSi | ωB97M-V/def2-TZVPD

```
93
Properties=species:S:1:pos:R:3
Pt 0.981 1.171 0.351
Se 0.832 2.285 2.615
S -1.415 -1.584 -1.301
S -0.256 -6.008 0.752
S 3.729 1.463 -1.111
S 1.178 3.746 -1.811
Si 2.051 0.964 4.151
O 4.270 2.759 -1.371
O 3.050 1.400 0.258
O -0.648 -0.651 2.028
O 1.590 4.806 -2.659
O 1.655 3.644 -0.455
O -0.694 1.827 -0.510
O -1.343 -5.859 -0.169
O 4.582 0.318 -1.264
O -0.398 3.802 -1.726
O 1.141 -0.861 0.717
O 0.088 -7.276 1.324
N -0.562 -5.021 2.029
C 2.863 2.246 5.229
C -2.867 1.722 -2.376
C -0.999 3.162 -0.515
C -2.963 -1.630 -0.378
C -4.320 4.738 0.300
C 0.501 -2.759 1.974
C -2.473 3.457 -0.553
C -0.767 -3.596 1.782
C 3.532 -4.907 0.015
C 1.021 -4.418 -1.063
C -5.208 4.046 -0.513
C 1.402 -0.293 -3.887
C 3.283 0.002 3.151
C 2.369 1.216 -2.267
C 0.524 0.695 -4.298
C 0.535 1.928 -3.668
C -4.699 3.069 -1.356
C 3.401 -3.975 -1.016
C -2.053 5.272 1.190
C 1.428 2.185 -2.637
C 2.135 -3.756 -1.552
C 0.802 -0.034 5.096
C -2.055 -2.012 -2.929
C -6.675 4.374 -0.498
C 4.590 -3.210 -1.525
C 2.429 -5.576 0.517
C 1.174 -5.315 -0.017
C -3.343 2.763 -1.399
C 0.272 -1.321 1.573
C 2.325 -0.028 -2.887
C -2.959 4.464 0.292
H 5.522 -3.721 -1.281
H -0.167 2.696 -3.960
H -1.589 4.655 1.964
H -0.537 3.677 0.324
H 1.331 -3.163 1.400
H 0.782 -2.760 3.034
H -2.487 -3.013 -2.928
H -1.252 5.757 0.630
H 2.125 2.880 5.723
H -6.864 5.323 -1.004
H -1.560 -3.225 2.431
H -4.695 5.515 0.957
H 4.636 -2.214 -1.078
H -3.411 -2.622 -0.426
H -1.123 -3.498 0.755
H 3.886 0.683 2.547
H 2.822 -0.704 2.462
H -2.625 6.051 1.692
H -2.725 -1.384 0.655
H 1.390 -1.266 -4.361
H -3.663 -0.887 -0.762
H 4.514 -5.107 0.427
H -0.030 -5.284 2.847
H -5.375 2.531 -2.011
H -7.258 3.605 -1.002
H 3.538 2.884 4.657
H 1.326 -0.572 5.892
H 0.035 -4.229 -1.466
H 2.016 -3.048 -2.363
H 3.953 -0.549 3.817
H 0.275 -0.743 4.461
H -7.046 4.470 0.524
H -1.220 -1.986 -3.628
H -2.434 0.860 -1.870
H 2.533 -6.299 1.316
H 3.451 1.746 6.003
H 4.544 -3.085 -2.607
H -0.181 0.509 -5.098
H 3.054 -0.769 -2.592
H -3.695 1.396 -3.006
H -2.805 -1.287 -3.250
H 0.063 0.619 5.564
H -2.086 2.123 -3.021
```

Kohn-Sham gap (alpha / beta) ... 8.7 / 5.3 eV
Relative energy (zero: lowest compared OMol25 entry of this formula, charge and spin) ... 1.152 eV
2S+1 ... 5
Net charge ... 0
E_HOMO (alpha / beta) ... -8.70 / -8.70 eV
E_LUMO (alpha / beta) ... 0.033 / -3.357 eV

---

Entry 2:
C31H44FNO17S | ωB97M-V/def2-TZVPD

```
95
Properties=species:S:1:pos:R:3
S -1.808 2.152 1.352
F 3.152 4.167 6.402
O 7.176 -6.612 -2.273
O 2.110 3.906 -2.743
O -4.843 6.124 -3.463
O -5.085 1.919 0.989
O 6.377 -7.851 -0.696
O -0.204 -7.349 -1.181
O -1.873 -8.550 -2.112
O 1.921 5.813 -3.932
O -5.629 4.241 -2.499
O 0.119 -2.338 -0.287
O 5.285 -5.952 -1.231
O -1.612 -6.497 -2.726
O 1.094 -1.617 1.616
O 3.895 5.126 -3.394
O 2.007 2.338 5.883
O 2.244 -2.856 0.272
O -3.445 4.812 -2.470
N -1.240 3.418 4.090
C -4.428 0.767 0.476
C -0.274 2.817 1.898
C -3.655 0.894 5.291
C 4.742 4.168 -2.754
C 1.094 3.899 3.551
C -2.715 1.913 5.263
C -4.726 4.986 -2.781
C 0.497 5.654 -3.900
C 1.986 3.387 1.358
C -3.916 -0.081 1.637
C -0.143 3.364 3.172
C 1.319 4.453 4.932
C -6.180 6.437 -3.862
C 2.139 3.919 2.632
C -4.032 0.279 4.106
C -3.485 0.654 2.884
C 2.150 3.505 5.752
C 6.191 -6.729 -1.385
C 2.338 -3.591 -0.952
C 2.594 4.855 -3.302
C -1.138 -7.453 -1.933
C 5.378 -8.100 0.300
C -0.914 -5.252 -2.622
C 1.062 -2.275 0.462
C -3.185 3.605 -1.743
C -2.541 1.678 2.878
C 7.098 -5.438 -3.086
C -1.469 -9.664 -1.313
C -0.128 -0.943 1.936
C -2.164 2.318 4.056
C 0.785 2.812 0.996
H 3.090 4.355 2.907
H 4.395 -8.192 -0.157
H 0.133 5.666 -2.875
H -5.114 0.168 -0.121
H -4.768 -0.512 4.119
H -2.150 -10.471 -1.565
H -1.764 4.271 3.910
H -1.548 -9.426 -0.254
H 4.612 3.183 -3.198
H -0.446 -9.953 -1.547
H -3.606 1.055 -0.182
H 5.661 -9.037 0.770
H 0.629 2.376 0.020
H 0.036 -0.450 2.891
H 0.132 -5.378 -2.895
H -0.986 -4.849 -1.613
H 0.093 6.499 -4.447
H -2.401 2.403 6.172
H 5.366 -7.300 1.037
H -0.371 -0.202 1.179
H 1.828 5.411 4.878
H -0.942 -1.660 2.031
H 7.148 -4.542 -2.471
H -4.092 0.583 6.227
H -3.091 -0.704 1.289
H -3.456 2.736 -2.341
H 6.177 -5.434 -3.666
H 3.334 -4.024 -0.977
H -4.710 -0.762 1.936
H 2.794 3.420 0.644
H -5.771 2.181 0.371
H 0.206 4.723 -4.382
H 7.955 -5.482 -3.750
H -6.114 7.378 -4.399
H 5.757 4.519 -2.915
H -6.576 5.661 -4.515
H -2.118 3.593 -1.544
H 4.530 4.120 -1.688
H -6.824 6.547 -2.992
H -3.729 3.593 -0.800
H 1.593 -4.385 -0.972
H -1.397 -4.575 -3.320
H 2.199 -2.929 -1.805
H 0.384 4.592 5.466
```

Kohn-Sham gap ... 8.5 eV
Net charge ... 0
E_HOMO ... -8.00 eV
SMILES ... O=C(F)Cc1cccc2c1Nc1cccc(CCO)c1S2.COC(=O)OC.COC(=O)OC.COC(=O)OC.COC(=O)OC.COC(=O)OC
E_LUMO ... 0.496 eV

---

Entry 3:
C31H44N3O5Si | ωB97M-V/def2-TZVPD

```
84
Properties=species:S:1:pos:R:3
Si 2.044 2.879 3.203
O -5.775 1.984 -4.058
O 0.450 2.672 3.828
O -4.516 0.188 -4.235
O -1.520 3.008 2.740
O 2.634 -5.472 -2.181
N 0.825 -2.489 -1.620
N 0.843 -4.268 -3.005
N -4.799 1.287 -3.698
C 4.537 -3.321 -1.035
C -4.274 2.998 -2.029
C -0.521 2.142 3.062
C -2.420 2.641 -0.499
C 0.070 -3.059 -2.753
C 3.327 -2.498 -1.418
C 2.861 3.896 4.523
C -5.042 3.891 3.695
C 6.660 -5.020 -0.378
C -2.908 0.972 -2.181
C 0.095 -2.160 -4.002
C 5.694 -4.701 0.585
C -3.981 1.762 -2.630
C -1.015 0.561 -0.576
C -3.787 3.747 2.850
C 0.518 -1.351 -0.971
C -2.098 1.378 -1.080
C 1.872 3.793 1.592
C 5.539 -3.585 -1.974
C 4.640 -3.842 0.258
C -2.715 2.954 3.574
C 6.582 -4.459 -1.659
C 2.012 -3.267 -1.247
C -1.379 -3.439 -2.401
C -0.590 -0.565 -1.271
C 2.799 1.189 3.057
C -6.136 4.687 2.989
C -0.537 0.878 2.542
C 0.490 -5.214 -4.036
C 1.912 -4.477 -2.176
C -3.471 3.433 -0.973
H 5.467 -3.123 -2.962
H 2.832 0.703 4.044
H 1.211 -6.034 -4.022
H 7.470 -5.709 -0.132
H -5.792 5.700 2.758
H 2.352 4.860 4.655
H 0.503 -4.731 -5.021
H -1.379 -4.188 -1.598
H -4.034 3.238 1.908
H -7.017 4.762 3.629
H -1.514 0.475 2.267
H -1.862 -3.860 -3.293
H -5.406 2.888 3.946
H 1.194 -1.065 -0.159
H 2.847 3.373 5.489
H 1.211 3.286 0.874
H -0.476 -2.646 -4.803
H 3.272 -1.596 -0.788
H 3.411 -2.177 -2.469
H 2.869 3.890 1.134
H -1.810 2.983 0.340
H 0.298 0.218 2.762
H 5.751 -5.122 1.590
H -3.403 4.747 2.593
H -0.518 -5.612 -3.865
H -2.459 3.409 4.540
H 1.920 -3.619 -0.200
H 3.908 4.093 4.253
H -0.458 0.900 0.299
H -3.682 4.402 -0.518
H 3.833 1.315 2.704
H -4.767 4.376 4.639
H 7.329 -4.701 -2.417
H -5.111 3.576 -2.410
H 1.132 -2.010 -4.335
H 1.475 4.805 1.762
H 3.874 -3.585 0.995
H -6.434 4.202 2.054
H -1.165 -0.871 -2.143
H 2.283 0.521 2.355
H -1.962 -2.573 -2.074
H -2.748 0.025 -2.693
H -3.006 1.903 3.709
H -0.354 -1.181 -3.809
```

Kohn-Sham gap ... 6.3 eV
Relative energy (zero: lowest compared OMol25 entry of this formula, charge and spin) ... 0.042 eV
Net charge ... +1
E_HOMO ... -11.29 eV
E_LUMO ... -4.996 eV

---

Entry 4:
C31H45CaCl5GeN4OS2SeSi2 | ωB97M-V/def2-TZVPD

```
93
Properties=species:S:1:pos:R:3
Se 0.379 -0.118 -3.473
Ge 0.193 2.638 -5.277
Ca 0.090 -0.915 1.572
Cl 2.587 -6.423 3.325
Cl 3.548 -0.272 2.861
Cl 5.224 -5.168 4.435
Cl 0.439 -4.600 1.968
Cl 5.703 -2.094 4.195
S -0.809 -2.389 4.531
S -2.689 -1.570 1.628
Si 0.084 1.696 3.057
Si -1.218 1.355 -0.017
O 0.099 -2.727 5.670
N 1.578 -0.767 -0.393
N -1.726 -3.154 -0.416
N -3.840 -3.527 0.284
N -0.592 -2.410 -0.328
C 0.772 -1.152 -5.073
C 4.027 -4.158 3.690
C 1.921 -3.868 2.596
C -2.688 0.891 -1.191
C 0.371 -3.959 -1.994
C -1.067 4.096 -5.635
C 1.732 3.317 -4.297
C 2.066 -2.500 2.464
C -2.034 -3.696 4.482
C -2.121 2.437 1.304
C -2.254 3.406 3.511
C 2.604 0.071 -0.462
C -0.425 2.782 -1.086
C -1.568 2.597 2.596
C 3.794 -1.384 -1.908
C 0.383 -2.762 -1.087
C -3.460 4.030 3.205
C 1.603 -1.905 -1.096
C 3.733 -0.184 -1.222
C 2.721 -2.261 -1.847
C -4.007 3.862 1.941
C 0.329 2.066 4.951
C -0.748 1.240 -4.293
C -2.677 -2.790 0.420
C 2.852 -4.713 3.192
C 1.389 2.934 2.344
C -1.904 -1.093 5.112
C -3.330 3.078 1.011
C 3.251 -2.003 2.979
C 4.233 -2.785 3.582
C 0.824 1.966 -7.015
H -1.201 3.392 -1.577
H -1.494 -4.607 4.227
H 1.177 -0.521 -5.863
H -4.654 -3.062 0.648
H 1.522 -1.889 -4.790
H 4.673 -1.640 -2.488
H 2.756 -3.205 -2.372
H -1.511 0.755 -4.905
H -1.447 4.498 -4.695
H -2.480 -3.782 5.474
H 0.037 1.419 -7.536
H 1.346 3.005 1.254
H 1.071 -4.716 -1.628
H 0.179 3.454 -0.469
H -4.948 4.337 1.677
H 0.664 -3.684 -3.010
H -2.247 -1.368 6.111
H -3.520 0.511 -0.587
H 1.684 1.306 -6.893
H 2.282 4.030 -4.914
H 1.129 2.807 -7.642
H -2.731 -0.981 4.412
H -1.914 3.743 -6.226
H -0.575 4.902 -6.184
H 0.819 1.218 5.439
H -0.121 -1.665 -5.431
H 2.394 2.492 -4.028
H -2.770 -3.463 3.713
H 2.506 0.980 0.123
H -3.943 -3.956 -0.623
H -2.401 0.085 -1.875
H 0.238 2.378 -1.861
H -3.058 1.739 -1.787
H -3.962 4.642 3.948
H 1.232 3.938 2.756
H 4.547 0.528 -1.248
H -3.766 2.959 0.022
H 2.398 2.609 2.624
H -0.608 2.241 5.488
H -1.264 1.697 -3.444
H 1.413 3.808 -3.377
H -1.322 -0.173 5.140
H 0.963 2.947 5.108
H -0.626 -4.386 -2.009
H -1.839 3.560 4.502
```

Kohn-Sham gap ... 3.9 eV
Relative energy (zero: lowest compared OMol25 entry of this formula, charge and spin) ... 0.459 eV
Net charge ... -2
E_HOMO ... -0.31 eV
E_LUMO ... 3.595 eV

---

Entry 5:
C31H45Cl6PPt | ωB97M-V/def2-TZVPD

```
84
Properties=species:S:1:pos:R:3
Pt 1.276 -0.576 -0.586
Cl 0.353 -3.877 -0.815
Cl 1.766 -5.925 -2.630
Cl 3.959 -4.961 -4.699
Cl 3.550 0.054 -2.614
Cl 3.328 -1.009 0.608
Cl 4.691 -1.873 -4.800
P -0.817 -0.325 -0.107
C 3.200 -3.857 -3.647
C -2.501 -1.650 1.804
C 2.255 0.917 -1.662
C -1.751 0.708 -2.537
C 2.224 -4.288 -2.722
C -3.029 1.371 0.572
C -0.109 -2.941 3.050
C -1.497 1.258 0.551
C -2.650 -2.886 2.703
C -1.124 -1.655 1.150
C 3.570 -2.490 -3.663
C -3.427 2.820 0.880
C 1.624 -3.355 -1.852
C -3.422 -0.420 -4.096
C -0.954 1.612 1.936
C -2.999 -1.319 -1.739
C -1.641 -0.616 -1.765
C -1.368 3.027 2.369
C -1.487 -3.069 3.692
C 5.300 2.409 1.717
C 3.773 3.479 0.060
C 2.639 3.104 0.967
C 2.804 2.318 2.059
C -2.880 3.271 2.238
C 3.017 -1.627 -2.714
C -2.160 0.445 -3.988
C -3.407 -1.648 -3.178
C 4.133 1.810 2.513
C 4.952 2.491 0.228
C 2.040 -2.031 -1.851
C 0.001 -1.682 2.186
H -0.062 -0.782 2.815
H -3.595 -2.806 3.253
H 0.993 -1.653 1.700
H -3.542 -0.748 -5.132
H 4.290 1.974 3.592
H -0.813 1.280 -2.497
H 3.431 3.549 -0.979
H -3.404 2.731 3.039
H 4.128 0.718 2.353
H 4.160 4.481 0.340
H -4.519 2.924 0.852
H -3.097 4.334 2.388
H 1.595 1.391 -2.396
H -1.105 1.996 -0.171
H 6.216 1.829 1.876
H -2.688 -2.377 -3.576
H 4.662 1.493 -0.133
H -2.955 -2.231 -1.127
H -2.519 1.331 -2.052
H -1.350 0.897 2.672
H -1.578 -4.049 4.169
H -3.013 3.468 0.094
H -4.388 -2.130 -3.171
H -3.747 -0.653 -1.279
H 0.095 -3.814 2.417
H 5.818 2.822 -0.356
H 0.141 1.522 1.960
H -3.450 0.713 1.345
H 5.495 3.429 2.068
H -3.480 1.052 -0.374
H 0.673 -2.909 3.816
H -3.296 -1.642 1.040
H -1.052 3.194 3.409
H 1.940 1.949 2.616
H 2.782 1.608 -0.990
H -2.620 -0.736 2.405
H -2.718 -3.776 2.060
H -1.577 -2.322 4.492
H 1.644 3.492 0.708
H -0.827 3.753 1.743
H -0.928 -1.276 -2.296
H -4.303 0.195 -3.869
H -1.035 -2.575 0.545
H -2.310 1.404 -4.494
H -1.327 -0.060 -4.494
```

Kohn-Sham gap (alpha / beta) ... 4.9 / 6.1 eV
Relative energy (zero: lowest compared OMol25 entry of this formula, charge and spin) ... 1.330 eV
2S+1 ... 5
Net charge ... 0
E_HOMO (alpha / beta) ... -4.65 / -7.71 eV
E_LUMO (alpha / beta) ... 0.288 / -1.616 eV

---

Here are the calculated E_tot numbers, same order: -176667.16583 -82711.95934 -55438.63025 -281226.57088 -120541.00916 (eV).